Entry 1:
{"formula": "C33H67O4S", "method": "ωB97M-V with the def2-TZVPD basis set", "e_lumo_ev": 2.62, "total_charge": -1, "homo_lumo_gap_ha": 0.299, "elements": ["O", "S", "O", "O", "O", "C", "C", "C", "C", "C", "C", "C", "C", "C", "H", "H", "H", "H", "H", "H", "H", "H", "H", "H", "H", "C", "C", "C", "C", "C", "C", "H", "H", "H", "H", "H", "H", "H", "H", "H", "H", "H", "H", "H", "H", "C", "C", "C", "C", "C", "C", "H", "H", "H", "H", "H", "H", "H", "H", "H", "H", "H", "H", "H", "H", "C", "C", "C", "C", "C", "C", "H", "H", "H", "H", "H", "H", "H", "H", "H", "H", "H", "H", "H", "H", "C", "C", "C", "C", "C", "C", "H", "H", "H", "H", "H", "H", "H", "H", "H", "H", "H", "H", "H", "H"], "coordinates": [[0.96639, -0.64364, -2.97716], [0.02207, -0.01868, -2.06761], [0.65176, 0.65660, -0.93917], [-1.00565, -0.95495, -1.60523], [-0.69231, 1.11725, -2.96121], [-1.54486, 1.99480, -2.21838], [-2.92043, 1.37339, -1.93317], [-4.08521, 2.28501, -2.29465], [-5.38906, 1.53443, -2.13404], [-5.91866, 0.80109, -3.19296], [-7.08892, 0.07150, -3.03635], [-7.73940, 0.07122, -1.81194], [-7.23079, 0.80333, -0.74752], [-6.06052, 1.52845, -0.91180], [-1.04053, 2.24170, -1.28649], [-1.63289, 2.91016, -2.79415], [-2.99076, 0.46254, -2.51955], [-2.96091, 1.07359, -0.89226], [-4.14166, 3.14517, -1.63196], [-4.01808, 2.60341, -3.33089], [-5.38768, 0.81260, -4.13265], [-7.46183, -0.49629, -3.87251], [-8.64277, -0.49925, -1.66694], [-7.73067, 0.80714, 0.20717], [-5.62015, 2.10177, -0.10980], [-2.50284, -7.33593, -3.66921], [-1.04740, -6.90329, -3.82281], [-0.62575, -5.82106, -2.83005], [-1.38891, -4.50090, -2.94672], [-1.32053, -3.83855, -4.31968], [0.09725, -3.45347, -4.73230], [-3.18870, -6.51083, -3.86481], [-2.74531, -8.13880, -4.36915], [-2.69429, -7.70388, -2.65862], [-0.87489, -6.56072, -4.84664], [-0.40341, -7.77704, -3.68093], [0.44467, -5.63256, -2.94886], [-0.75075, -6.20650, -1.81210], [-0.99698, -3.80050, -2.20452], [-2.43913, -4.66116, -2.68049], [-1.93176, -2.93353, -4.28791], [-1.76889, -4.48677, -5.08283], [0.53392, -2.78373, -3.99104], [0.08683, -2.93075, -5.69069], [0.73968, -4.33178, -4.84110], [2.69970, 5.82962, 2.69724], [1.78279, 5.08567, 1.72993], [0.46464, 4.64187, 2.35998], [0.60656, 3.65973, 3.52333], [1.35904, 2.37502, 3.18283], [0.68302, 1.54650, 2.09235], [3.00560, 5.19514, 3.53055], [3.60651, 6.16355, 2.18980], [2.20135, 6.71166, 3.10700], [2.30953, 4.22301, 1.31523], [1.55825, 5.73923, 0.88269], [-0.16241, 4.19647, 1.58333], [-0.07700, 5.52649, 2.71420], [-0.39588, 3.40065, 3.88125], [1.10505, 4.15537, 4.36349], [1.43982, 1.77362, 4.09522], [2.38515, 2.60562, 2.88111], [-0.33714, 1.28046, 2.38291], [1.23408, 0.62388, 1.91421], [0.63915, 2.07876, 1.14424], [3.89700, 0.89791, -1.06791], [5.05177, 0.02885, -1.55526], [6.41725, 0.71365, -1.48573], [6.54550, 1.97171, -2.34491], [6.25957, 1.76514, -3.83058], [7.22046, 0.78985, -4.50479], [3.77074, 1.78741, -1.68794], [2.95863, 0.35103, -1.10205], [4.06327, 1.22170, -0.03511], [4.84610, -0.30197, -2.57677], [5.09157, -0.87871, -0.94619], [7.19398, -0.00412, -1.77212], [6.62816, 0.98288, -0.44506], [7.55937, 2.37329, -2.22971], [5.87186, 2.74264, -1.96128], [6.32954, 2.73365, -4.33487], [5.23221, 1.42175, -3.97090], [8.25537, 1.12477, -4.39743], [7.00276, 0.70803, -5.57119], [7.14134, -0.21054, -4.07745], [0.70451, -1.56421, 4.69476], [-0.79720, -1.30038, 4.72686], [-1.16967, 0.01457, 5.40803], [-0.77938, 0.12059, 6.88250], [-1.35457, -0.97214, 7.78141], [-2.87999, -0.97936, 7.82932], [1.12140, -1.66640, 5.69917], [0.91805, -2.48671, 4.15379], [1.22784, -0.75125, 4.18785], [-1.30754, -2.13754, 5.21310], [-1.16901, -1.27205, 3.70011], [-2.24775, 0.17055, 5.30404], [-0.69535, 0.83841, 4.86560], [-1.10340, 1.09690, 7.25830], [0.31086, 0.11352, 6.97192], [-0.97098, -0.82463, 8.79520], [-0.99486, -1.95296, 7.45931], [-3.26262, -0.01539, 8.17164], [-3.24203, -1.74697, 8.51565], [-3.31187, -1.18642, 6.84941]]}

---

Entry 2:
{"formula": "C28H48AsN6O2SSi4Sn", "method": "ωB97M-V with the def2-TZVPD basis set", "e_lumo_ev": [-0.45, -0.50], "e_above_lowest_kj_mol": 138.3, "total_charge": -1, "homo_lumo_gap_ha": [0.135, 0.104], "elements": ["Sn", "O", "C", "O", "C", "C", "C", "C", "C", "N", "H", "H", "H", "H", "C", "Si", "C", "C", "N", "C", "C", "C", "C", "C", "C", "N", "Si", "C", "C", "C", "H", "H", "H", "H", "H", "H", "H", "H", "H", "H", "H", "H", "H", "H", "H", "H", "H", "H", "H", "H", "H", "H", "N", "C", "C", "C", "N", "H", "H", "H", "H", "S", "C", "N", "C", "Si", "C", "C", "As", "Si", "C", "C", "C", "H", "H", "H", "H", "H", "H", "H", "H", "H", "H", "H", "H", "H", "H", "H", "H", "H", "H"], "coordinates": [[0.47267, 0.60787, 0.22614], [4.10700, 1.63731, 2.06330], [3.29647, 1.25387, 1.20462], [2.00729, 1.65883, 1.18440], [3.82379, 0.35160, 0.10191], [5.20665, 0.42339, -0.08308], [5.78429, -0.23517, -1.13663], [4.98154, -0.96053, -2.01221], [3.58852, -0.98374, -1.78375], [3.04427, -0.31869, -0.74527], [5.79341, 0.99659, 0.65995], [6.84025, -0.15894, -1.37850], [5.43155, -1.53561, -2.81840], [2.89089, -1.37553, -2.51487], [1.64501, -1.63862, 2.78251], [0.09513, -0.78868, 3.47162], [-1.11863, -2.06514, 4.04610], [0.62980, 0.39706, 4.82174], [-0.60823, 0.25098, 2.17989], [-1.46739, 1.25459, 2.48384], [-2.41101, 1.22128, 3.56828], [-3.15625, 2.33428, 3.89393], [-3.03799, 3.55158, 3.18993], [-2.16836, 3.64909, 2.11488], [-1.51629, 2.44699, 1.60753], [-0.83724, 2.43602, 0.43365], [-1.02525, 3.47407, -0.94593], [-2.86989, 3.75710, -1.19997], [-0.16415, 5.11320, -0.72418], [-0.14267, 2.68170, -2.35535], [1.65556, -2.61362, 3.17956], [2.51559, -1.10613, 3.16738], [1.73547, -1.73009, 1.68102], [-0.65231, -2.66089, 4.81700], [-1.39097, -2.71738, 3.20967], [-2.02556, -1.65475, 4.41274], [0.71923, -0.02920, 5.80745], [-0.06240, 1.23320, 4.86588], [1.63541, 0.80303, 4.57507], [-2.56546, 0.30310, 4.12747], [-3.89369, 2.29197, 4.70245], [-3.57288, 4.44139, 3.48842], [-2.02031, 4.54637, 1.54247], [-3.26275, 4.26853, -0.30110], [-3.37193, 2.77459, -1.32163], [-3.08538, 4.36905, -2.06695], [-0.16218, 5.60667, -1.69416], [0.88687, 5.03777, -0.45143], [-0.64133, 5.78753, -0.01686], [-0.59495, 1.72496, -2.70939], [0.90045, 2.45701, -2.17135], [-0.15011, 3.38788, -3.16661], [3.99722, 3.97841, -0.65765], [5.06710, 4.77420, -1.08791], [4.91265, 4.89273, -2.49521], [3.71477, 4.20765, -2.82283], [3.17590, 3.63429, -1.70281], [3.78599, 3.70685, 0.31344], [5.87926, 5.11067, -0.42546], [5.51605, 5.47869, -3.15753], [3.24424, 4.18174, -3.78274], [1.17797, -0.33848, -4.82141], [-0.40718, -0.36580, -4.40883], [-1.52757, -0.37503, -4.06644], [-1.48500, -5.51086, 0.32631], [-0.67549, -4.64509, -1.14205], [-1.11025, -5.56228, -2.70058], [1.13996, -4.72032, -0.72166], [-1.03895, -2.36260, -1.63658], [-3.36968, -2.62174, -1.21003], [-4.29077, -4.16819, -1.63179], [-3.63320, -2.28589, 0.62936], [-4.15389, -1.25485, -2.18566], [-0.76274, -6.16081, 0.84168], [-2.28622, -6.15891, -0.04333], [-1.92588, -4.82113, 1.04654], [-0.41694, -6.42303, -2.83181], [-1.00411, -4.90917, -3.60085], [-2.11746, -5.94415, -2.72331], [1.33747, -5.70917, -0.33989], [1.41046, -3.98829, 0.05337], [1.71865, -4.56030, -1.60077], [-4.28412, -4.81821, -0.72822], [-3.99076, -4.73398, -2.52484], [-5.36267, -3.89309, -1.80891], [-3.90412, -3.21516, 1.15200], [-4.45108, -1.57659, 0.70932], [-2.71492, -1.87542, 1.07247], [-4.24352, -1.55784, -3.23371], [-3.48573, -0.37433, -2.25208], [-5.14702, -0.99229, -1.81279]]}

---

Entry 3:
{"formula": "C18H37N2O18S3V", "method": "ωB97M-V with the def2-TZVPD basis set", "e_lumo_ev": [1.64, -0.19], "multiplicity": 2, "total_charge": -1, "homo_lumo_gap_ha": [0.233, 0.165], "elements": ["O", "V", "O", "C", "C", "C", "O", "H", "H", "H", "H", "H", "H", "H", "N", "O", "O", "O", "N", "O", "O", "O", "O", "S", "O", "O", "C", "C", "C", "H", "H", "H", "H", "H", "H", "H", "H", "O", "S", "O", "O", "C", "C", "C", "H", "H", "H", "H", "H", "H", "H", "H", "O", "S", "O", "O", "C", "C", "C", "H", "H", "H", "H", "H", "H", "H", "H", "C", "C", "C", "C", "C", "C", "H", "H", "H", "H", "H", "H"], "coordinates": [[0.01381, 0.35566, -0.52378], [-0.17275, 0.65912, 0.98750], [-1.67867, 1.02368, 1.12997], [1.13128, -3.62623, 1.95038], [0.15118, -2.63231, 1.34362], [-0.92271, -3.37693, 0.54567], [-0.35345, -1.69030, 2.23209], [1.60370, -4.08914, 1.08399], [0.65226, -4.40413, 2.54495], [1.88731, -3.11192, 2.54368], [0.73328, -2.00514, 0.66840], [-1.69113, -3.89009, 1.12387], [-0.43756, -4.04962, -0.16159], [-1.39896, -2.59643, -0.04772], [1.40962, 3.57274, 0.00650], [0.70892, 2.83934, 0.66170], [1.55671, 3.50326, -1.15541], [1.92608, 4.47491, 0.56206], [0.19461, 1.03602, 4.55453], [-0.32670, 0.09063, 5.19589], [-0.11469, 1.34206, 3.44614], [1.14931, 1.57496, 5.02589], [4.30140, -1.79292, -1.14207], [3.85850, -2.38991, -2.45083], [3.49865, -3.79929, -2.60420], [2.57778, -1.40404, -3.01829], [1.24941, -1.86914, -2.93106], [0.21347, -1.19716, -3.80807], [5.08294, -1.94466, -3.79684], [1.05598, -1.80224, -1.86045], [1.30931, -2.94070, -3.12156], [0.65899, -1.04508, -4.79116], [-0.15198, -0.26089, -3.38624], [-0.71475, -1.76577, -3.86462], [5.88052, -2.68760, -3.79658], [5.36496, -0.95386, -3.44064], [4.59254, -1.92751, -4.77015], [2.03580, 0.42367, 1.38107], [3.18799, 0.99344, 2.10133], [3.05911, 2.30538, 2.69858], [3.89538, -0.14373, 3.15426], [4.34156, -1.38414, 2.53650], [4.69560, -2.50646, 3.49689], [4.62552, 1.19073, 0.89503], [5.23038, -1.10005, 1.97312], [3.68248, -1.93272, 1.86362], [5.32752, -2.16697, 4.31758], [5.19701, -3.28656, 2.92405], [3.77147, -2.67357, 4.05021], [4.50251, 0.48879, 0.07026], [5.47947, 1.14685, 1.57101], [4.62949, 2.20980, 0.50828], [-3.47505, 5.91412, 1.76573], [-2.82110, 4.66399, 1.50174], [-1.59680, 4.19638, 2.24398], [-3.98401, 3.51579, 1.59803], [-5.29885, 3.80108, 1.08099], [-6.21673, 2.52555, 1.04027], [-2.30201, 4.58070, -0.24696], [-5.01407, 3.98322, 0.04473], [-5.77033, 4.68772, 1.50485], [-7.18097, 2.79645, 0.61020], [-6.46622, 2.03979, 1.98361], [-5.82061, 1.72083, 0.42090], [-2.12963, 3.50911, -0.34732], [-1.48581, 5.29893, -0.32491], [-3.19996, 4.76005, -0.83824], [-4.11518, -1.93443, -1.98247], [-4.05132, -1.87092, -3.40693], [-3.75377, -0.63771, -3.94825], [-3.59099, 0.46320, -3.12809], [-3.55045, 0.37717, -1.75697], [-3.90787, -0.81273, -1.12980], [-4.30262, -2.77900, -1.33597], [-4.29256, -2.74623, -3.99177], [-3.54548, -0.54199, -5.00364], [-3.36913, 1.39411, -3.62866], [-3.23550, 1.21072, -1.14672], [-3.98353, -0.89981, -0.05598]]}